# 1
Here is 12 unconnected molecules or ions with the total composition C24H69F3O17P from OMol25. Energies are from ωB97M-V/def2-TZVPD.

Computed properties:
- total charge = -1
- electronic energy (eV) = -78251.1355
- 2S+1 = 1
- orbital gap (Ha) = 0.20299

Atoms and positions in Å:
C: 6.615 -2.280 0.825
C: 5.455 -2.234 -0.298
C: 5.207 -0.749 -0.877
C: 3.929 -0.021 -0.203
C: 3.199 0.926 -1.276
C: 1.661 0.527 -1.531
C: 0.773 0.559 -0.179
P: -1.025 -0.074 -0.446
C: -1.536 -0.065 1.417
C: -1.777 1.387 2.026
O: -0.558 2.138 2.269
C: -0.717 3.090 3.334
C: -1.302 4.451 2.706
C: -0.647 -1.940 -0.561
C: 0.751 -2.464 -0.032
O: 0.960 -2.349 1.421
C: 0.466 -3.485 2.098
C: -1.028 -3.570 2.669
O: 1.241 -4.466 2.262
O: -2.617 -0.558 -1.053
C: -2.932 0.359 -2.127
C: -2.530 1.847 -1.610
C: -3.822 2.546 -0.969
C: -4.873 1.545 -0.310
C: -6.061 2.296 0.475
F: -7.020 1.278 0.793
F: -5.625 2.891 1.666
F: -6.733 3.193 -0.385
O: -2.207 2.697 -2.758
C: -1.796 4.007 -2.321
C: -2.797 5.189 -2.811
C: -3.575 5.904 -1.605
C: -3.672 7.512 -1.770
O: -1.383 1.624 -0.757
H: 6.417 -1.519 1.655
H: 7.651 -2.093 0.393
H: 6.641 -3.324 1.288
H: 4.517 -2.729 0.113
H: 5.846 -2.848 -1.185
H: 5.093 -0.870 -2.012
H: 6.159 -0.150 -0.666
H: 3.239 -0.784 0.283
H: 4.334 0.663 0.624
H: 3.743 0.755 -2.270
H: 3.349 2.029 -1.027
H: 1.168 1.308 -2.221
H: 1.531 -0.481 -2.039
H: 0.662 1.685 0.043
H: 1.296 0.125 0.732
H: -0.630 -0.061 -1.859
H: -0.783 -0.590 2.082
H: -2.564 -0.589 1.429
H: -2.580 2.001 1.474
H: -2.236 1.213 3.075
H: -1.271 2.706 4.249
H: 0.345 3.339 3.694
H: -2.234 4.728 3.293
H: -0.506 5.269 2.818
H: -1.510 4.268 1.591
H: -1.466 -2.481 0.055
H: -0.806 -2.318 -1.636
H: 0.785 -3.600 -0.244
H: 1.681 -2.047 -0.524
H: -1.567 -4.330 2.002
H: -1.552 -2.567 2.646
H: -1.036 -3.993 3.726
H: -4.006 0.198 -2.506
H: -2.342 0.266 -3.103
H: -3.459 3.267 -0.152
H: -4.364 3.187 -1.738
H: -5.417 0.875 -1.069
H: -4.318 0.850 0.397
H: -1.566 4.097 -1.213
H: -0.806 4.228 -2.867
H: -3.558 4.719 -3.535
H: -2.239 5.976 -3.440
H: -4.666 5.539 -1.666
H: -3.216 5.592 -0.566
H: -2.656 7.880 -2.153
H: -3.932 8.043 -0.798
H: -4.484 7.815 -2.525
O: 2.629 -3.095 -2.525
H: 2.928 -3.949 -2.183
H: 2.938 -3.085 -3.438
O: -3.303 -1.972 4.229
H: -3.293 -2.292 5.137
H: -3.873 -2.602 3.765
O: 1.491 2.335 5.246
H: 1.164 1.572 4.750
H: 2.049 1.947 5.931
O: 5.313 2.238 -3.028
H: 4.992 3.108 -2.763
H: 6.012 2.431 -3.665
O: -5.738 -2.648 2.364
H: -6.408 -1.982 2.170
H: -5.370 -2.868 1.498
O: 2.670 -5.425 -0.362
H: 2.677 -5.737 0.552
H: 2.106 -6.058 -0.821
O: -3.799 -4.553 3.513
H: -3.838 -5.489 3.743
H: -4.627 -4.395 3.037
O: 6.346 -4.984 -0.292
H: 6.739 -5.617 -0.904
H: 5.435 -5.288 -0.196
O: 5.716 -7.421 -1.740
H: 6.110 -8.053 -2.352
H: 4.803 -7.724 -1.645
O: 0.732 5.880 -1.395
H: 1.480 5.804 -1.999
H: 0.615 4.983 -1.055
O: 2.967 -7.500 -3.085
H: 2.302 -6.822 -3.253
H: 3.323 -7.700 -3.959



# 2
Here is 9 unconnected molecules or ions with the total composition C24H69N15O12 from OMol25. Energies are from ωB97M-V/def2-TZVPD.

Computed properties:
- electronic energy (eV) = -72930.3186
- 2S+1 = 1
- structure (SMILES) = COCCNCCOC.COCCNCCOC.COCCNCCOC.NC(N)=O.NC(N)=O.NC(N)=O.NC(N)=O.NC(N)=O.NC(N)=O
- relative energy (zero: lowest compared OMol25 entry of this formula, charge and spin) (eV) = 0.000
- orbital gap (Ha) = 0.31656

Atoms and positions in Å:
C: 10.928 17.654 15.775
O: 11.966 17.089 15.445
N: 9.752 17.570 15.088
N: 10.851 18.481 16.815
H: 8.948 17.932 15.588
H: 9.608 16.896 14.350
H: 10.004 18.634 17.366
H: 11.579 18.294 17.500
C: 9.009 15.187 12.346
O: 7.873 15.386 12.711
N: 9.461 15.803 11.330
N: 9.909 14.273 12.866
H: 8.921 16.569 11.009
H: 10.182 15.390 10.783
H: 10.807 14.082 12.492
H: 9.594 13.598 13.561
C: 12.880 19.511 13.076
O: 14.088 19.374 13.182
N: 12.034 18.636 12.534
N: 12.298 20.555 13.575
H: 12.407 17.711 12.509
H: 11.043 18.634 12.780
H: 11.378 20.783 13.200
H: 12.961 21.287 13.804
C: 18.145 13.861 14.621
O: 16.930 13.959 14.505
N: 18.884 12.995 13.963
N: 18.763 14.677 15.458
H: 18.376 12.163 13.694
H: 19.777 12.843 14.369
H: 19.761 14.684 15.671
H: 18.158 15.415 15.887
C: 16.139 17.469 15.485
O: 16.881 16.880 16.241
N: 16.333 17.797 14.227
N: 14.962 17.907 15.899
H: 17.239 17.617 13.839
H: 15.678 18.393 13.721
H: 14.242 17.962 15.187
H: 14.618 17.417 16.730
C: 13.740 14.764 12.586
O: 12.747 14.497 11.852
N: 14.923 14.408 12.106
N: 13.637 15.390 13.769
H: 15.751 14.350 12.693
H: 14.840 13.824 11.254
H: 12.778 15.677 14.186
H: 14.434 15.780 14.234
C: 15.426 10.586 13.036
O: 16.710 10.400 13.640
C: 16.618 9.613 14.837
C: 17.995 9.369 15.372
N: 18.822 8.553 14.483
C: 20.194 8.385 14.963
C: 21.014 7.714 13.852
O: 21.200 8.487 12.761
C: 22.272 9.364 12.891
H: 15.474 11.139 12.097
H: 14.778 11.196 13.638
H: 14.881 9.653 12.826
H: 16.195 8.635 14.604
H: 15.906 10.024 15.536
H: 18.016 8.941 16.367
H: 18.502 10.331 15.443
H: 18.801 9.037 13.590
H: 20.128 7.697 15.793
H: 20.683 9.325 15.248
H: 20.539 6.764 13.583
H: 21.949 7.385 14.349
H: 22.276 10.194 12.165
H: 23.221 8.800 12.878
H: 22.279 9.916 13.825
C: 16.994 7.451 19.463
O: 17.050 8.809 19.797
C: 18.297 9.469 19.606
C: 18.041 10.956 19.766
N: 17.154 11.489 18.722
C: 16.854 12.891 18.854
C: 15.992 13.349 17.697
O: 14.736 12.803 17.987
C: 13.626 13.487 17.416
H: 15.975 7.060 19.385
H: 17.534 6.837 20.205
H: 17.457 7.189 18.516
H: 18.729 9.290 18.586
H: 19.027 9.198 20.373
H: 19.025 11.389 19.550
H: 17.754 11.217 20.784
H: 16.242 11.025 18.701
H: 17.794 13.492 18.918
H: 16.227 13.143 19.740
H: 16.428 12.905 16.806
H: 15.876 14.442 17.656
H: 12.900 12.833 16.915
H: 14.012 14.102 16.611
H: 12.914 14.018 18.038
C: 13.837 11.638 9.549
O: 14.881 12.603 9.568
C: 15.173 13.194 8.360
C: 14.793 14.620 8.299
N: 13.386 14.699 8.543
C: 12.779 16.031 8.325
C: 11.300 15.919 8.449
O: 10.706 15.422 7.299
C: 9.340 15.239 7.554
H: 14.174 10.733 9.029
H: 13.005 12.077 8.986
H: 13.551 11.322 10.564
H: 14.693 12.661 7.545
H: 16.280 13.138 8.368
H: 14.996 14.966 7.284
H: 15.332 15.153 9.065
H: 13.118 14.353 9.470
H: 13.123 16.416 7.354
H: 13.080 16.743 9.119
H: 10.780 16.821 8.779
H: 11.162 15.165 9.257
H: 8.839 14.967 6.621
H: 8.895 16.198 7.717
H: 9.147 14.515 8.331



# 3
Here is 12 unconnected molecules or ions with the total composition C24H70Cl2O11S11 from OMol25. Energies are from ωB97M-V/def2-TZVPD.

Computed properties:
- electronic energy (eV) = -192768.5235
- 2S+1 = 1
- orbital gap (Ha) = 0.30282

Atoms and positions in Å:
C: 6.415 1.592 -0.029
S: 5.153 0.418 0.244
O: 4.062 0.557 -0.767
C: 6.096 -0.968 -0.205
H: 7.367 1.207 0.330
H: 6.078 2.501 0.499
H: 6.505 1.800 -1.108
H: 6.107 -0.912 -1.273
H: 5.463 -1.796 0.164
H: 7.081 -0.891 0.290
C: -1.611 -2.718 4.977
S: -0.195 -1.691 4.536
O: 0.680 -2.502 3.638
C: -1.075 -0.709 3.418
H: -2.381 -2.042 5.398
H: -1.176 -3.407 5.728
H: -2.008 -3.148 4.071
H: -2.029 -0.288 3.811
H: -1.242 -1.294 2.530
H: -0.457 0.196 3.293
C: 3.645 3.667 2.315
S: 2.015 4.455 2.821
O: 1.953 4.258 4.298
C: 2.617 6.094 2.347
H: 4.003 4.077 1.373
H: 3.473 2.613 2.165
H: 4.348 3.874 3.162
H: 3.520 6.362 2.864
H: 1.791 6.729 2.667
H: 2.711 6.135 1.285
C: -4.220 0.742 -1.195
S: -5.164 1.835 -0.234
O: -6.144 2.528 -1.109
C: -6.077 0.669 0.749
H: -3.496 0.398 -0.504
H: -3.739 1.351 -1.899
H: -4.908 0.007 -1.606
H: -6.501 1.124 1.635
H: -5.446 -0.173 0.852
H: -6.863 0.373 0.073
C: -0.952 -3.124 -3.440
S: -0.080 -4.166 -2.299
O: -1.098 -4.478 -1.197
C: -0.044 -5.612 -3.285
H: -0.293 -2.807 -4.243
H: -1.249 -2.197 -2.939
H: -1.874 -3.635 -3.731
H: 0.354 -6.317 -2.609
H: 0.803 -5.429 -3.956
H: -1.008 -5.950 -3.614
C: -0.723 4.880 0.005
S: -2.276 4.042 0.093
O: -2.024 2.602 0.016
C: -2.663 4.580 1.791
H: -0.127 4.511 0.818
H: -0.903 5.959 0.210
H: -0.291 4.767 -0.987
H: -1.844 4.293 2.432
H: -3.609 4.169 2.107
H: -2.637 5.692 1.703
C: 2.350 5.554 -3.316
S: 3.389 5.344 -1.870
O: 2.340 5.149 -0.756
C: 3.981 3.736 -2.294
H: 2.894 6.034 -4.125
H: 1.615 6.314 -3.025
H: 1.945 4.598 -3.613
H: 4.566 3.769 -3.219
H: 3.096 3.093 -2.332
H: 4.564 3.385 -1.489
C: -0.487 -6.391 1.676
S: -0.507 -7.829 0.632
O: -0.917 -8.962 1.455
C: -1.992 -7.310 -0.286
H: 0.041 -6.576 2.623
H: -1.504 -6.047 1.899
H: 0.064 -5.644 1.070
H: -1.741 -6.897 -1.237
H: -2.575 -6.474 0.195
H: -2.493 -8.310 -0.337
C: -3.627 -2.962 -0.022
S: -4.024 -3.377 1.630
O: -4.617 -2.191 2.256
C: -5.242 -4.522 1.268
H: -2.869 -2.192 0.071
H: -4.526 -2.536 -0.488
H: -3.217 -3.830 -0.500
H: -4.759 -5.334 0.715
H: -6.000 -4.065 0.611
H: -5.785 -5.000 2.083
C: -1.881 2.612 -3.775
S: -0.518 3.683 -3.692
O: 0.561 2.990 -4.463
C: -1.185 4.968 -4.741
H: -1.623 1.717 -3.242
H: -2.059 2.326 -4.796
H: -2.758 3.123 -3.414
H: -0.838 4.823 -5.752
H: -0.818 5.907 -4.319
H: -2.261 4.994 -4.706
C: 0.751 1.260 -0.798
S: -0.182 -0.170 -0.375
O: -1.006 -0.483 -1.570
C: 1.202 -1.302 -0.313
H: 1.561 1.183 -1.527
H: 1.196 1.492 0.165
H: 0.027 2.013 -1.120
H: 0.741 -2.288 -0.376
H: 1.635 -1.067 0.657
H: 1.902 -0.984 -1.089
Cl: 5.157 -1.649 3.276
C: 3.451 -2.051 3.049
C: 3.311 -3.462 2.560
Cl: 3.670 -3.671 0.812
H: 3.062 -1.370 2.273
H: 2.886 -1.864 3.957
H: 2.260 -3.876 2.562
H: 3.978 -4.178 2.998



# 4
Here is 9 unconnected molecules or ions with the total composition C24H70N4O13 from OMol25. Energies are from ωB97M-V/def2-TZVPD.

Computed properties:
- electronic energy (eV) = -58591.7661
- 2S+1 = 1
- structure (SMILES) = COCCNCCOC.COCCNCCOC.COCCNCCOC.COCCNCCOC.O.O.O.O.O
- relative energy (zero: lowest compared OMol25 entry of this formula, charge and spin) (eV) = 5.402
- orbital gap (Ha) = 0.32058

Atoms and positions in Å:
C: -1.446 8.420 2.137
O: -0.577 8.090 1.082
C: -0.734 8.838 -0.089
C: -2.150 8.603 -0.742
N: -1.986 7.479 -1.713
C: -1.395 8.013 -3.009
C: -1.757 7.076 -4.240
O: -3.197 7.013 -4.462
C: -3.672 6.680 -5.785
H: -2.353 7.819 2.072
H: -1.706 9.478 2.175
H: -0.898 8.219 3.057
H: 0.119 8.542 -0.699
H: -0.570 9.916 -0.078
H: -2.446 9.469 -1.334
H: -2.884 8.262 -0.011
H: -2.860 7.027 -1.942
H: -0.311 7.973 -2.909
H: -1.669 9.057 -3.155
H: -1.430 6.045 -4.107
H: -1.202 7.437 -5.106
H: -4.754 6.766 -5.679
H: -3.357 5.643 -5.902
H: -3.350 7.386 -6.550
C: -6.438 0.949 -3.110
O: -6.937 -0.322 -2.723
C: -8.367 -0.318 -2.534
C: -8.942 0.582 -1.372
N: -8.829 -0.145 -0.091
C: -9.391 0.669 1.008
C: -9.406 -0.067 2.344
O: -9.895 0.769 3.348
C: -9.002 1.609 4.127
H: -6.853 1.331 -4.043
H: -5.383 0.838 -3.358
H: -6.484 1.757 -2.381
H: -8.759 -1.330 -2.439
H: -8.787 0.089 -3.454
H: -9.947 0.953 -1.574
H: -8.342 1.475 -1.200
H: -7.920 0.089 0.283
H: -10.361 1.112 0.787
H: -8.683 1.487 1.143
H: -8.446 -0.571 2.452
H: -9.996 -0.978 2.240
H: -8.324 1.013 4.737
H: -9.591 2.305 4.724
H: -8.291 2.131 3.486
C: 2.626 -5.884 -2.729
O: 2.704 -7.266 -2.293
C: 3.672 -7.580 -1.267
C: 3.599 -9.047 -0.966
N: 4.319 -9.861 -1.940
C: 4.196 -11.321 -1.793
C: 5.102 -12.104 -2.718
O: 4.473 -12.843 -3.782
C: 5.342 -13.661 -4.570
H: 2.260 -5.930 -3.755
H: 3.602 -5.400 -2.709
H: 1.967 -5.403 -2.006
H: 3.617 -6.973 -0.363
H: 4.664 -7.306 -1.627
H: 2.573 -9.412 -0.920
H: 4.063 -9.277 -0.007
H: 3.851 -9.629 -2.804
H: 3.183 -11.708 -1.896
H: 4.390 -11.583 -0.753
H: 5.715 -12.800 -2.146
H: 5.770 -11.376 -3.179
H: 4.825 -13.984 -5.473
H: 5.530 -14.502 -3.903
H: 6.243 -13.069 -4.730
C: 3.654 -0.166 2.927
O: 4.415 0.274 4.026
C: 5.827 0.270 3.801
C: 6.623 0.918 4.877
N: 6.504 0.194 6.147
C: 7.067 0.891 7.215
C: 6.706 0.314 8.635
O: 7.129 -0.963 9.031
C: 6.079 -1.924 9.118
H: 3.852 0.464 2.060
H: 2.615 -0.135 3.255
H: 3.948 -1.193 2.712
H: 6.063 0.803 2.880
H: 6.220 -0.736 3.652
H: 6.312 1.923 5.161
H: 7.687 0.891 4.638
H: 5.534 -0.050 6.284
H: 6.785 1.942 7.155
H: 8.133 0.703 7.087
H: 5.742 0.598 9.058
H: 7.242 1.058 9.223
H: 5.488 -1.793 10.024
H: 6.483 -2.932 9.220
H: 5.372 -1.992 8.291
O: 0.412 1.393 -3.513
H: 1.195 0.858 -3.380
H: 0.189 1.713 -2.639
O: -2.784 2.792 2.110
H: -3.616 3.253 2.009
H: -2.184 3.245 1.517
O: 0.389 4.146 -0.329
H: 1.298 4.390 -0.502
H: -0.120 4.913 -0.591
O: 4.819 0.619 -4.762
H: 4.391 0.758 -5.607
H: 5.753 0.716 -4.946
O: -0.158 1.809 -7.853
H: -0.084 1.771 -6.899
H: 0.691 1.503 -8.172